Entry 1:
9 unconnected molecules or ions with the total composition C18H54O18 at a distorted geometry, computed with ωB97M-V/def2-TZVPD.

As for the total charge: +1. The strongest force on any atom comes out at 2.98 eV Å⁻¹. The energy relative to the best compared isomer or geometry (same formula, charge and spin) is 1.4875 eV. For the HOMO-LUMO gap (alpha / beta), the calculation gives 8.92 / 2.24 eV. The spin multiplicity is 2. The LUMO energy (alpha / beta) comes out at -0.089 / -0.334 Ha. The value obtained for the total energy is -56380.75258 eV. The value obtained for the HOMO energy (alpha / beta) is -11.34 / -11.34 eV.

CARTESIAN COORDINATES (ANGSTROEM)
O1 0.4509 -2.9262 4.4216
O2 -2.8504 -6.6420 6.6356
O3 0.5766 -3.2745 9.8035
O4 -2.3107 -3.7510 9.4710
O5 0.3454 -3.1015 12.8096
O6 3.2548 -3.5460 -1.0069
O7 -1.6445 -2.5146 6.7145
O8 -4.2141 -1.5314 11.2690
O9 -0.2891 -0.5218 4.0382
O10 2.0553 -8.1623 2.6857
O11 -0.3745 -0.0624 6.8406
O12 1.3376 -3.9021 1.2447
O13 -0.8904 -5.4356 11.4970
O14 -4.4397 -2.3813 8.4512
O15 -4.7962 -8.6952 5.2075
O16 -0.7597 -4.8281 2.6793
O17 3.8864 -6.5646 4.3278
O18 -2.7594 -5.3162 0.5373
C1 2.6358 -4.7787 -0.6799
C2 -2.8044 -4.9721 9.9673
C3 -0.0332 -2.1407 11.8208
C4 -4.7857 -0.7006 10.2091
C5 -1.2949 0.5710 5.9407
C6 -2.2786 -5.0759 11.3841
C7 -1.5548 -0.1752 4.5968
C8 -4.0972 -1.0399 8.8280
C9 1.2624 -4.4337 -0.0559
C10 0.7709 -2.0870 10.5609
C11 -4.6097 -7.3270 5.0323
C12 -4.2320 -6.6275 6.3625
C13 -0.7308 -3.5475 6.5455
C14 -2.0247 -5.4470 2.7797
C15 0.5881 -3.2239 5.8136
C16 2.0786 -6.7503 2.5887
C17 2.5797 -6.0708 3.8744
C18 -2.3512 -6.2596 1.5066
H1 -4.6640 0.3609 10.4249
H2 -3.5320 -0.9612 11.6312
H3 0.7293 -3.6634 -0.6132
H4 -1.4039 -3.6224 9.7588
H5 1.3686 -3.9609 6.0026
H6 0.8041 -5.4225 -0.0395
H7 -5.6600 -8.8963 5.5749
H8 3.2653 -5.5010 -0.1603
H9 1.8406 -2.0004 10.7514
H10 -1.2502 -4.4243 6.1588
H11 -0.4245 -4.6555 11.8067
H12 -2.9107 -5.8021 11.8951
H13 -0.0743 -2.8569 13.6376
H14 -2.7629 -4.6810 3.0169
H15 -3.9541 -7.1305 4.1840
H16 -1.9451 -6.0262 3.6997
H17 1.4500 -3.6594 9.7002
H18 0.2815 0.1956 4.3233
H19 0.5215 -1.2310 9.9340
H20 -0.0442 -1.1486 12.2720
H21 3.8643 -3.7517 -1.7195
H22 -3.1707 -6.9704 1.6134
H23 1.8219 -6.2751 4.6308
H24 0.8282 -2.2516 6.2439
H25 2.3979 -4.9975 3.9309
H26 -2.5976 -5.8494 9.3544
H27 -2.2800 -0.9888 4.5938
H28 -3.8412 -2.9326 8.9606
H29 -2.2948 -4.4850 0.6590
H30 -1.9116 0.4605 3.7864
H31 -4.7591 -7.2056 7.1216
H32 0.4986 -4.0355 1.6919
H33 -1.4832 -6.8429 1.1989
H34 -2.5025 -4.2609 12.0724
H35 2.7498 -6.5378 1.7566
H36 -4.6276 -5.6122 6.3897
H37 1.0439 -6.4977 2.3570
H38 -0.5538 -4.5203 3.5650
H39 -5.6011 -6.9628 4.7630
H40 -2.4256 -7.4735 6.4126
H41 0.0096 -2.0752 4.3694
H42 -1.1071 -2.2692 11.6851
H43 -0.4494 -3.9593 7.5147
H44 1.9648 -8.5172 1.7983
H45 -2.2520 0.7354 6.4357
H46 4.5850 -6.2890 3.7298
H47 2.3806 -5.1964 -1.6538
H48 -2.4519 -2.8628 7.1000
H49 -3.8824 -4.8721 10.0941
H50 -4.5007 -0.4400 8.0124
H51 -5.8231 -1.0264 10.1335
H52 -0.9440 1.5890 5.7713
H53 -0.5752 -0.9976 6.7587
H54 -3.0196 -0.8916 8.8992

Entry 2:
A molecular structure, C11H11CoNO6 at a distorted geometry, computed with ωB97M-V/def2-TZVPD.

As for the total charge: +3. The strongest force on any atom comes out at 8.20 eV Å⁻¹. The energy relative to the best compared isomer or geometry (same formula, charge and spin) is 0.6859 eV. For the HOMO-LUMO gap (alpha / beta), the calculation gives 7.98 / 2.80 eV. The spin multiplicity is 5. The LUMO energy (alpha / beta) comes out at -0.414 / -0.648 Ha. The value obtained for the total energy is -62949.16172 eV. The value obtained for the HOMO energy (alpha / beta) is -19.23 / -20.43 eV.

CARTESIAN COORDINATES (ANGSTROEM)
Co1 0.0088 -1.0611 -1.3474
O1 0.6119 0.1261 2.0650
O2 -0.0009 4.6609 0.4433
O3 -2.6717 -0.1859 -0.5676
O4 0.0359 -3.2266 0.6391
O5 2.6829 -0.1757 -0.5133
O6 0.0142 -0.0492 -4.1465
N1 -0.0255 -1.2751 3.7151
C1 0.1013 1.1374 4.2254
C2 -1.6394 -0.5622 -0.9238
C3 0.0202 -2.3858 -0.1460
C4 -0.8658 -1.3066 6.0228
C5 0.2909 -1.6123 5.0878
C6 -0.8824 1.2148 5.3896
C7 0.2369 -0.0314 3.2397
C8 1.6453 -0.5558 -0.8845
C9 0.0049 -0.4946 -3.0846
C10 -0.0444 3.8426 -0.3721
C11 -0.8979 0.1481 6.4811
H1 -1.7730 0.2687 7.1238
H2 0.5267 -2.6891 5.1423
H3 1.2025 -1.0859 5.4233
H4 -0.6082 2.1284 5.9283
H5 -0.0097 2.0432 3.5971
H6 -1.9067 1.4610 5.0654
H7 1.0956 1.1919 4.6665
H8 0.0857 -2.0163 3.0349
H9 -0.7897 -1.9585 6.9080
H10 -1.8003 -1.5659 5.5363
H11 -0.0286 0.3203 7.1334